[1]
A cluster of 7 separate species, C25H56ClIN3O13 in total. Source: OMol25; level of theory: the ωB97M-V functional and the def2-TZVPD basis.

Output
Highest occupied orbital energy = -11.50 eV
Total charge = +1
Largest force on an atom = 4.2 eV Å⁻¹
Gap between HOMO and LUMO = 8.29 eV
LUMO level = -3.216 eV
Electronic energy = -78530.18630 eV

Geometry (Å):
C 3.26 3.46 2.19
C 2.44 2.42 2.15
C 1.30 2.30 1.12
C 0.95 0.84 0.79
O 0.59 0.77 -0.59
C -0.74 1.06 -0.89
C -0.98 2.55 -1.21
C 0.02 3.06 -2.27
C -0.61 3.15 -3.67
I -2.07 4.75 -3.72
O -1.04 0.39 -2.15
N 0.01 -0.47 -2.57
O -0.42 -1.35 -3.21
C -1.76 0.66 0.22
C -3.18 0.42 -0.36
C -4.33 1.13 0.42
O -4.94 0.51 1.19
N -4.71 2.49 0.18
C -3.76 3.48 0.71
C -5.09 2.74 -1.21
N -1.25 -0.47 1.09
C -1.05 -1.71 0.25
C 0.37 -2.29 0.09
C 0.83 -3.23 1.23
C 2.11 -3.97 0.65
C 3.36 -3.87 1.57
C 4.56 -3.46 0.68
C 4.48 -1.97 0.25
C 5.88 -1.35 0.11
O 6.52 -1.34 1.37
C 7.13 -0.07 1.63
C -2.34 -0.80 2.09
C -1.89 -1.73 3.22
O -1.66 -1.36 4.29
O -1.83 -3.08 2.96
C -0.03 0.08 1.75
Cl -0.42 1.16 3.14
H 4.33 3.27 2.28
H 2.94 4.50 2.20
H 2.52 1.62 2.89
H 0.45 2.96 1.32
H 1.74 2.69 0.20
H 1.90 0.30 0.86
H -1.97 2.60 -1.68
H -0.99 3.16 -0.30
H 0.36 4.06 -1.99
H 0.92 2.43 -2.33
H -1.17 2.24 -3.88
H 0.12 3.35 -4.45
H -1.87 1.55 0.83
H -3.28 0.76 -1.40
H -3.45 -0.64 -0.38
H -3.21 3.08 1.57
H -3.12 3.89 -0.08
H -4.35 4.33 1.08
H -5.73 1.90 -1.52
H -4.24 2.76 -1.92
H -5.72 3.62 -1.31
H -1.65 -2.55 0.60
H -1.42 -1.58 -0.77
H 0.30 -2.96 -0.77
H 1.16 -1.58 -0.17
H 0.11 -4.02 1.43
H 1.19 -2.70 2.12
H 2.32 -3.58 -0.35
H 1.84 -5.02 0.49
H 3.59 -4.88 1.90
H 3.24 -3.19 2.42
H 5.52 -3.67 1.16
H 4.55 -4.04 -0.25
H 3.94 -1.85 -0.70
H 3.92 -1.44 1.04
H 5.75 -0.34 -0.29
H 6.45 -1.96 -0.61
H 6.38 0.72 1.74
H 7.82 0.15 0.80
H 7.71 -0.18 2.55
H -3.16 -1.34 1.61
H -2.82 0.10 2.47
H -0.98 -3.37 3.32
H 0.52 -0.72 2.25
O -8.36 2.05 -1.17
H -7.82 1.43 -0.65
H -9.00 2.38 -0.53
O -2.97 -3.66 -0.82
H -2.78 -3.60 -1.76
H -3.56 -4.42 -0.74
O 1.05 6.52 -4.19
H 1.64 5.79 -4.42
H 0.19 6.10 -4.05
O -1.26 -6.35 0.61
H -1.42 -5.60 1.20
H -1.05 -7.08 1.21
O 3.74 7.04 -2.92
H 3.13 6.66 -3.57
H 3.52 7.98 -2.94
O -2.50 -8.57 -0.86
H -2.99 -7.95 -1.42
H -1.76 -8.05 -0.53

Atom charges from the Löwdin analysis, given in e for atoms 1 to 2: number 1, C, carries 0.02; number 2, C, carries -0.18

***

[2]
A cluster of 6 separate species, C37H64N2O12 in total. Source: OMol25; level of theory: the ωB97M-V functional and the def2-TZVPD basis.

Output
Highest occupied orbital energy = -9.06 eV
SMILES = [H]/N=C(\C)C[C@H]1C[C@](c2cccnc2)([C@@H](C)CCC)OC1=O.CCOC(C)=O.CCOC(C)=O.CCOC(C)=O.CCOC(C)=O.CCOC(C)=O
Largest force on an atom = 2.0 eV Å⁻¹
Gap between HOMO and LUMO = 9.63 eV
LUMO level = 0.571 eV
Electronic energy = -66956.35991 eV

Geometry (Å):
H 3.89 0.82 -5.71
N 3.59 0.49 -4.79
C 4.49 -0.23 -4.25
C 5.79 -0.52 -5.04
C 4.30 -0.83 -2.86
C 2.83 -1.12 -2.49
C 2.74 -1.95 -1.15
C 1.72 -1.14 -0.32
C 2.38 0.07 0.41
C 3.77 0.13 0.63
C 4.20 1.27 1.33
C 3.35 2.26 1.79
N 2.03 2.21 1.55
C 1.62 1.13 0.89
C 0.91 -1.93 0.78
C 0.70 -3.42 0.37
C 1.48 -1.75 2.21
C 0.95 -2.86 3.22
C 2.12 -3.86 3.48
O 0.91 -0.54 -1.35
C 1.85 0.05 -2.22
O 1.81 1.19 -2.58
H 5.97 0.34 -5.70
H 5.60 -1.42 -5.64
H 6.64 -0.63 -4.36
H 4.82 -1.81 -2.87
H 4.79 -0.24 -2.07
H 2.37 -1.72 -3.30
H 3.69 -2.19 -0.64
H 2.41 -2.93 -1.51
H 4.45 -0.64 0.30
H 5.27 1.38 1.53
H 3.74 3.11 2.36
H 0.53 1.07 0.72
H -0.09 -1.47 0.78
H -0.20 -3.79 0.87
H 1.54 -4.04 0.72
H 0.56 -3.51 -0.71
H 2.58 -1.82 2.26
H 1.14 -0.80 2.63
H 0.02 -3.32 2.89
H 0.74 -2.35 4.16
H 2.67 -4.01 2.55
H 2.83 -3.35 4.16
H 1.76 -4.80 3.92
C -3.24 -0.92 -4.57
C -4.13 -1.17 -3.38
O -3.64 -2.26 -2.58
C -2.72 -2.10 -1.62
C -1.93 -0.81 -1.56
O -2.47 -3.02 -0.87
H -2.24 -0.62 -4.27
H -3.66 -0.13 -5.20
H -3.14 -1.83 -5.17
H -4.28 -0.28 -2.77
H -5.12 -1.49 -3.72
H -1.03 -0.93 -2.13
H -1.67 -0.62 -0.52
H -2.49 0.06 -1.91
C -0.23 2.42 -7.63
C -1.01 1.14 -7.86
O -2.19 1.10 -7.04
C -3.37 1.64 -7.40
C -3.42 2.59 -8.56
O -4.34 1.40 -6.73
H -0.81 3.30 -7.92
H 0.69 2.41 -8.21
H 0.01 2.53 -6.58
H -1.26 0.98 -8.91
H -0.41 0.29 -7.55
H -3.30 3.61 -8.19
H -4.40 2.50 -9.03
H -2.68 2.40 -9.33
C 1.06 -0.98 9.27
C 1.09 -1.99 8.15
O 0.90 -1.38 6.87
C 1.90 -0.84 6.15
C 3.24 -0.60 6.80
O 1.69 -0.50 5.02
H 1.87 -0.25 9.18
H 1.14 -1.47 10.24
H 0.12 -0.41 9.24
H 2.00 -2.59 8.16
H 0.26 -2.69 8.26
H 3.26 0.42 7.20
H 4.01 -0.70 6.04
H 3.48 -1.30 7.59
C -1.09 4.47 -0.30
C -0.03 4.98 0.65
O 0.08 6.41 0.58
C -0.68 7.24 1.31
C -1.91 6.70 2.00
O -0.42 8.42 1.33
H -2.08 4.84 -0.03
H -1.12 3.38 -0.29
H -0.89 4.80 -1.32
H -0.18 4.64 1.67
H 0.94 4.59 0.34
H -2.77 6.82 1.35
H -2.07 7.29 2.91
H -1.82 5.66 2.31
C -5.67 -2.30 4.47
C -5.31 -1.08 3.65
O -3.90 -0.95 3.48
C -3.21 -1.57 2.50
C -3.88 -2.67 1.70
O -2.06 -1.27 2.32
H -5.36 -3.22 3.98
H -6.74 -2.35 4.65
H -5.16 -2.27 5.44
H -5.83 -1.06 2.69
H -5.62 -0.18 4.19
H -3.66 -3.63 2.17
H -3.46 -2.66 0.69
H -4.95 -2.54 1.60

Atom charges from the Löwdin analysis, given in e for atoms 1 to 2: number 1, H, carries 0.05; number 2, N, carries 0.15

***

[3]
The molecule C4H6N2O. Source: OMol25; level of theory: the ωB97M-V functional and the def2-TZVPD basis.

Output
Highest occupied orbital energy = -7.41 eV
SMILES = NC1=C=CN[C@@H]1O
Largest force on an atom = 0.5 eV Å⁻¹
Gap between HOMO and LUMO = 7.57 eV
LUMO level = 0.165 eV
Electronic energy = -9269.98228 eV

Geometry (Å):
N 1.28 -1.57 -0.18
C 0.53 -0.58 0.38
C 0.38 -0.23 1.71
C -0.48 0.86 1.55
N -0.75 1.31 0.29
C -0.09 0.39 -0.61
O -0.94 -0.21 -1.54
H 0.90 -2.04 -1.00
H 1.73 -2.18 0.48
H -0.97 1.41 2.36
H -1.58 1.82 0.01
H 0.80 0.87 -1.04
H -0.81 0.15 -2.42

Atom charges from the natural (NBO) analysis, given in e for atoms 1 to 2: number 1, N, carries -0.78; number 2, C, carries 0.23

***

[4]
A cluster of 16 separate species, C4H39O17 in total. Source: OMol25; level of theory: the ωB97M-V functional and the def2-TZVPD basis.

Output
Highest occupied orbital energy = -6.95 eV
Total charge = -1
Largest force on an atom = 6.3 eV Å⁻¹
Gap between HOMO and LUMO = 9.59 eV
LUMO level = 2.642 eV
Electronic energy = -39588.21207 eV

Geometry (Å):
C -2.70 0.68 -1.95
C -2.25 -0.38 -0.97
C -0.63 -0.06 -0.53
O -0.01 -1.22 -0.15
C -2.98 1.85 -1.09
O -2.19 2.94 -1.37
H -1.94 0.97 -2.76
H -3.50 0.17 -2.48
H -2.13 -1.31 -1.68
H -2.70 -0.51 0.00
H -0.66 0.66 0.32
H -0.01 0.37 -1.45
H 0.40 -1.06 0.75
H -3.87 2.28 -1.29
H -2.96 1.69 0.06
H 1.03 3.04 0.61
H 0.66 4.55 0.77
O 0.64 3.75 0.15
H -2.07 -2.08 2.83
H -1.71 -0.61 3.09
O -1.55 -1.46 3.44
H 1.64 -0.44 3.94
H 0.30 -0.98 3.61
O 0.77 -0.54 4.28
H 0.58 0.86 -3.82
H 1.71 0.12 -3.43
O 1.02 0.09 -4.11
H 2.17 1.53 2.90
H -1.35 2.98 -0.90
O 1.45 1.47 2.33
H -0.94 1.02 3.93
H -0.11 1.46 2.87
O -1.05 1.26 3.05
H 2.92 0.48 0.38
H 2.22 1.81 1.19
O 2.98 1.40 0.46
H -0.93 -2.53 0.75
H -1.87 -3.36 0.03
O -1.59 -3.18 0.90
H 0.23 -2.90 3.52
H 1.17 -2.28 2.54
O 0.75 -3.11 2.71
H 0.92 -3.88 0.83
H 0.01 -4.75 0.22
O 0.75 -4.26 -0.06
H 3.16 1.47 -1.45
H 1.76 2.01 -1.89
O 2.66 1.85 -2.26
H -1.18 2.41 -2.71
H 0.36 2.64 -2.75
O -0.41 2.24 -3.24
H 3.34 -1.45 -1.15
H 1.86 -1.41 -0.64
O 2.65 -0.92 -0.80
H 1.32 0.10 1.75
H 2.65 -0.70 1.38
O 1.74 -0.85 1.82
H -0.15 -1.00 -4.34
H -1.39 -1.51 -3.62
O -1.02 -1.43 -4.51

Atom charges from the natural (NBO) analysis, given in e for atoms 1 to 2: number 1, C, carries -0.49; number 2, C, carries -0.41

***

[5]
The molecule C7H7Cl2NO. Source: OMol25; level of theory: the ωB97M-V functional and the def2-TZVPD basis.

Output
Highest occupied orbital energy = -8.21 eV
SMILES = COc1cc(N)c(Cl)cc1Cl
Largest force on an atom = 6.5 eV Å⁻¹
Gap between HOMO and LUMO = 8.98 eV
LUMO level = 0.770 eV
Electronic energy = -35952.21043 eV

Geometry (Å):
C -1.37 -3.15 0.25
O -0.11 -2.58 0.58
C 0.04 -1.21 0.36
C 0.12 -0.39 1.55
C 0.16 0.96 1.38
N 0.23 1.76 2.50
C 0.20 1.54 0.18
Cl 0.30 3.25 -0.04
C 0.18 0.75 -0.97
C 0.07 -0.72 -0.92
Cl 0.07 -1.63 -2.33
H -2.16 -2.72 0.84
H -1.15 -4.20 0.50
H -1.34 -2.92 -0.74
H 0.21 -1.21 2.46
H 0.39 1.21 3.56
H 0.62 2.72 2.63
H 0.07 1.31 -2.10

Atom charges from the natural (NBO) analysis, given in e for atoms 1 to 2: number 1, C, carries -0.24; number 2, O, carries -0.54

***

[6]
A cluster of 2 separate species, C5H12N2 in total. Source: OMol25; level of theory: the ωB97M-V functional and the def2-TZVPD basis.

Output
Highest occupied orbital energy (alpha / beta) = 0.45 / -3.78 eV
Total charge = -1
Largest force on an atom = 0.4 eV Å⁻¹
Expectation value of S² = 0.754
2S+1 = 2
Gap between HOMO and LUMO (alpha / beta) = 3.31 / 7.53 eV
LUMO level (alpha / beta) = 3.769 / 3.747 eV
Electronic energy = -8357.46880 eV

Geometry (Å):
C 2.70 2.05 0.13
C 0.49 2.64 -0.40
N 1.32 2.11 0.52
H 3.34 2.62 0.81
H 2.86 2.42 -0.90
H 3.06 1.01 0.14
H -0.56 2.76 -0.17
H 0.82 2.99 -1.38
C -2.77 -2.52 0.11
C -1.46 -1.93 -0.32
C -0.62 -1.33 0.52
N 0.65 -0.84 0.24
H -2.88 -2.47 1.19
H -3.62 -1.99 -0.32
H -2.86 -3.57 -0.17
H -1.20 -2.02 -1.37
H -0.91 -1.21 1.56
H 0.80 0.11 0.59
H 0.84 -0.85 -0.76

Atom charges from the natural (NBO) analysis, given in e for atoms 1 to 2: number 1, C, carries -0.42; number 2, C, carries -0.51

***

[7]
A structure of composition C18H42B3BrNO4. Source: OMol25; level of theory: the ωB97M-V functional and the def2-TZVPD basis.

Output
Highest occupied orbital energy = -12.54 eV
Total charge = +1
Largest force on an atom = 4.9 eV Å⁻¹
Gap between HOMO and LUMO = 9.49 eV
LUMO level = -3.050 eV
Electronic energy = -101101.33074 eV

Geometry (Å):
C 1.11 -3.72 1.96
C 0.45 -2.70 1.02
C 0.58 -3.08 -0.46
C 2.01 -3.02 -1.02
C 2.75 -1.72 -0.70
C 3.93 -1.45 -1.64
C 4.55 -0.05 -1.51
C 4.92 0.43 -0.09
C 5.04 1.98 0.03
C 4.06 2.65 1.03
C 2.78 3.21 0.40
C 1.80 2.09 0.00
C 0.32 2.47 -0.05
C -0.56 1.21 0.03
B -1.93 1.22 -0.69
O -2.45 2.34 -1.37
B -3.62 2.06 -2.05
Br -5.08 3.31 -1.89
O -3.80 0.85 -2.66
B -3.61 -0.17 -1.71
C -4.24 -1.59 -1.69
C -4.12 -2.10 -0.25
C -4.95 -1.21 0.72
C -4.18 -0.42 1.80
O -4.33 1.02 1.66
O -2.80 0.16 -0.63
H 1.40 -3.27 2.91
H 2.01 -4.17 1.51
H 0.42 -4.54 2.19
H -0.62 -2.66 1.26
H 0.84 -1.70 1.20
H -0.07 -2.43 -1.07
H 0.19 -4.10 -0.57
H 2.59 -3.88 -0.66
H 1.94 -3.14 -2.11
H 3.11 -1.77 0.34
H 2.06 -0.87 -0.75
H 4.69 -2.23 -1.55
H 3.54 -1.52 -2.67
H 5.48 -0.04 -2.10
H 3.89 0.68 -2.00
H 5.88 -0.03 0.18
H 4.18 0.08 0.64
H 6.06 2.24 0.34
H 4.89 2.41 -0.97
H 4.58 3.46 1.55
H 3.77 1.92 1.80
H 2.28 3.89 1.11
H 3.04 3.80 -0.49
H 2.08 1.70 -0.99
H 1.92 1.26 0.71
H 0.10 3.14 0.80
H 0.09 3.04 -0.96
H -0.76 0.96 1.09
H -0.02 0.35 -0.37
H -5.29 -1.58 -2.03
H -3.70 -2.23 -2.40
H -4.44 -3.14 -0.16
H -3.06 -2.06 0.03
H -5.52 -0.47 0.14
H -5.69 -1.84 1.21
H -3.11 -0.63 1.76
H -4.53 -0.69 2.81
H -5.28 1.19 1.58
N -3.52 3.01 1.30
H -3.67 2.07 1.71
H -2.88 3.58 1.86
H -3.14 2.91 0.35
H -4.42 3.48 1.23

Atom charges from the natural (NBO) analysis, given in e for atoms 1 to 2: number 1, C, carries -0.62; number 2, C, carries -0.40

***

[8]
The molecule C3H5N3O. Source: OMol25; level of theory: the ωB97M-V functional and the def2-TZVPD basis.

Output
Highest occupied orbital energy = -9.25 eV
SMILES = C/N=c1\nco[nH]1
Largest force on an atom = 2.5 eV Å⁻¹
Gap between HOMO and LUMO = 9.95 eV
LUMO level = 0.699 eV
Electronic energy = -9707.38918 eV

Geometry (Å):
C -0.33 0.90 1.83
N 0.78 0.37 1.00
C 0.50 -0.06 -0.12
N -0.77 -0.02 -0.70
C -0.63 -0.59 -1.84
O 0.60 -0.94 -2.21
N 1.39 -0.61 -1.06
H -1.35 1.01 1.32
H -0.38 0.30 2.73
H -0.08 1.88 2.25
H -1.41 -0.74 -2.59
H 1.69 -1.50 -0.62

Atom charges from the natural (NBO) analysis, given in e for atoms 1 to 2: number 1, C, carries -0.44; number 2, N, carries -0.46